# 1
# C5H10N3

C5H10N3 as an isolated structure at a distorted geometry (ωB97M-V/def2-TZVPD, the OMol25 dataset).

```
18
Properties=species:S:1:pos:R:3:forces:R:3
C 2.365 -0.215 0.056 -2.002 -1.563 -0.300
C 2.100 1.153 -0.200 4.086 2.963 -0.781
C 1.137 -0.838 0.058 -0.617 2.836 0.606
C 0.542 -2.141 0.100 2.777 -3.451 -0.514
C -2.856 1.198 -0.102 -0.795 1.571 -0.157
N 0.818 1.358 -0.300 -0.639 1.969 0.173
N 0.198 0.141 -0.164 0.517 1.007 -1.366
N -2.274 0.127 0.404 3.101 -1.518 0.992
H 3.165 -0.870 -0.026 2.214 -0.061 0.111
H 2.881 1.992 -0.447 -1.727 -1.780 0.720
H 0.968 -2.725 -0.809 -1.004 0.655 1.468
H 0.750 -2.761 1.009 0.046 0.690 -0.712
H -0.479 -1.998 0.024 -2.106 -0.209 -0.390
H -2.657 1.422 -1.137 0.073 0.165 -0.163
H -3.487 1.868 0.470 -0.282 -0.254 -0.072
H -1.101 0.177 0.154 -3.579 -1.053 0.771
H 0.400 2.352 -0.433 0.131 -2.770 0.269
H -2.470 -0.240 1.345 -0.194 0.802 -0.655
```
Positions in Å, forces in eV/Å.

Computed properties:
* molecular weight: 112.2 g mol⁻¹
* HOMO (alpha / beta): -8.84 / -13.73 eV
* net charge: +1
* electronic energy: -9803.8257 eV
* energy above the lowest of the compared OMol25 structures with the same formula, charge and spin: 89.1 kcal per mole
* 2S+1: 3
* LUMO energy (alpha / beta): -0.1706 / -0.3213 Ha

***

# 2
# CHBiO3

CHBiO3 as an isolated structure at a distorted geometry (ωB97M-V/def2-TZVPD, the OMol25 dataset).

```
6
Properties=species:S:1:pos:R:3:forces:R:3
C -0.975 0.001 -0.288 0.671 -3.616 3.326
O -1.326 -1.061 0.374 -3.538 0.685 0.174
O 0.226 0.031 -0.499 -1.855 1.876 -4.147
Bi 2.206 0.422 0.022 2.433 2.357 0.992
O -2.008 0.480 0.251 -0.159 -0.429 -0.688
H 3.861 0.447 0.432 2.449 -0.872 0.343
```
Positions in Å, forces in eV/Å.

Computed properties:
* molecular weight: 270.0 g mol⁻¹
* HOMO (alpha / beta): -20.75 / -20.75 eV
* net charge: +2
* electronic energy: -13004.6584 eV
* energy above the lowest of the compared OMol25 structures with the same formula, charge and spin: 167.9 kcal per mole
* LUMO energy (alpha / beta): -0.5166 / -0.5165 Ha

***

# 3
# C21H32NO13P

A 5-piece molecular cluster, C21H32NO13P overall (ωB97M-V/def2-TZVPD, the OMol25 dataset).

```
68
Properties=species:S:1:pos:R:3:forces:R:3
H 4.756 -2.728 -1.402 -0.001 0.062 -0.009
N 5.011 -1.740 -1.311 -0.379 0.372 -0.252
C 4.123 -0.997 -1.831 0.190 -0.318 0.103
C 2.848 -1.470 -2.503 0.000 0.028 -0.202
C 1.614 -1.330 -1.591 0.601 -0.095 -0.057
P 1.043 0.497 -1.681 -0.064 -0.023 0.070
O 0.979 0.777 -0.060 0.390 0.071 -0.119
O -0.547 0.307 -1.946 -0.056 0.074 0.067
C 0.534 -2.371 -1.826 -0.188 0.297 0.161
O 1.072 -3.510 -1.122 -0.486 0.276 0.184
C 1.529 -2.940 0.032 0.209 -0.213 -0.114
O 1.502 -3.450 1.106 0.228 -0.088 -0.005
O 1.998 -1.703 -0.230 -0.378 0.069 -0.078
H 4.281 0.088 -1.807 0.006 -0.164 0.084
H 2.971 -2.504 -2.848 -0.015 0.112 0.149
H 2.681 -0.828 -3.383 -0.028 -0.250 0.070
H 1.900 0.730 0.262 -0.299 0.193 0.353
H -1.071 0.130 -1.150 0.038 0.033 -0.117
H 0.257 -2.598 -2.855 0.349 -0.131 0.124
H -0.363 -2.055 -1.272 0.011 -0.144 -0.337
O 0.337 2.386 -4.943 0.063 -0.020 -0.097
C -0.843 2.571 -5.018 -0.040 -0.105 0.284
C -1.961 1.600 -4.687 -0.245 0.126 -0.266
C -3.182 2.259 -5.324 0.072 -0.062 -0.002
C -2.801 3.735 -5.278 -0.149 -0.025 -0.013
O -1.369 3.757 -5.403 0.002 0.020 -0.057
H -2.042 1.543 -3.603 0.054 -0.025 0.001
H -1.744 0.613 -5.088 0.124 -0.017 0.089
H -4.122 2.048 -4.816 0.023 0.043 0.058
H -3.278 1.937 -6.362 -0.031 0.005 -0.002
H -3.067 4.200 -4.330 0.013 -0.020 0.028
H -3.229 4.311 -6.096 0.119 0.045 -0.030
O 4.218 3.374 1.022 0.011 -0.032 -0.008
C 3.678 2.804 1.917 -0.037 0.151 -0.057
C 3.189 3.363 3.240 0.076 -0.252 0.143
C 2.971 2.110 4.087 0.074 0.106 -0.078
C 2.651 1.067 3.023 -0.106 -0.087 0.160
O 3.387 1.474 1.856 -0.099 -0.109 -0.106
H 2.258 3.900 3.050 0.008 0.045 -0.008
H 3.921 4.054 3.648 -0.037 0.090 -0.065
H 2.187 2.204 4.835 -0.038 -0.001 -0.037
H 3.897 1.843 4.598 -0.006 -0.010 0.011
H 1.589 1.051 2.765 -0.014 0.004 0.026
H 2.964 0.062 3.292 0.029 -0.020 -0.091
O -2.301 3.619 -2.042 -0.027 -0.167 0.012
C -2.602 3.079 -1.019 -0.023 0.212 0.042
C -2.733 3.696 0.360 0.110 -0.234 0.123
C -2.736 2.480 1.283 0.039 0.069 -0.034
C -3.335 1.408 0.379 -0.019 0.029 0.078
O -2.907 1.756 -0.953 -0.037 -0.053 0.025
H -3.676 4.244 0.395 0.008 0.043 -0.013
H -1.914 4.386 0.538 -0.048 0.088 -0.060
H -3.299 2.617 2.204 -0.051 -0.004 -0.025
H -1.712 2.212 1.547 0.001 -0.021 -0.012
H -4.426 1.408 0.400 -0.004 0.010 0.007
H -2.981 0.403 0.601 0.006 -0.015 -0.044
O -3.094 -3.742 4.670 -0.041 -0.004 -0.007
C -2.174 -4.458 4.404 0.066 0.077 0.002
C -0.858 -4.089 3.748 -0.006 -0.206 -0.146
C -0.304 -5.439 3.302 -0.024 0.089 0.001
C -0.919 -6.377 4.334 0.070 -0.004 -0.041
O -2.185 -5.784 4.679 -0.006 -0.040 0.014
H -0.227 -3.610 4.499 0.004 0.040 -0.006
H -1.024 -3.393 2.931 0.026 0.096 0.065
H 0.782 -5.482 3.267 0.001 -0.008 0.043
H -0.679 -5.679 2.307 0.014 -0.019 -0.005
H -0.317 -6.447 5.242 0.011 0.011 -0.001
H -1.106 -7.379 3.957 -0.065 0.000 0.024
```
Positions in Å, forces in eV/Å.

Computed properties:
* molecular weight: 537.5 g mol⁻¹
* HOMO: -9.36 eV
* net charge: 0
* electronic energy: -59693.9135 eV
* structure (SMILES): [H]/N=C\C[C@@]1(P(O)O)COC(=O)O1.O=C1CCCO1.O=C1CCCO1.O=C1CCCO1.O=C1CCCO1
* LUMO energy: 0.0019 Ha

***

# 4
# C25H37N5O2SeSi3V

C25H37N5O2SeSi3V as an isolated structure at a distorted geometry (ωB97M-V/def2-TZVPD, the OMol25 dataset).

```
74
Properties=species:S:1:pos:R:3:forces:R:3
V 1.288 0.735 0.298 0.920 -0.319 0.322
C -0.571 -2.105 2.258 0.032 0.012 0.020
Si 0.322 -2.351 0.645 -0.134 0.099 -0.105
C -0.860 -3.328 -0.439 -0.026 -0.002 0.055
C 1.999 -3.082 0.960 -0.002 -0.045 0.002
C 0.737 -0.711 -0.380 -0.150 -0.161 -0.366
Si -4.304 -1.586 -0.670 -0.133 -0.018 0.045
C -4.478 -1.755 1.135 0.019 -0.014 0.004
C -3.897 0.073 -1.313 -0.018 0.016 -0.102
C -4.680 -2.966 -1.792 -0.011 -0.002 0.009
Si 1.649 -1.036 -2.094 0.119 0.117 0.026
C 1.802 -2.787 -2.669 -0.052 -0.027 0.036
C 1.055 0.044 -3.478 -0.005 -0.025 -0.022
C 3.294 -0.322 -1.507 -0.019 0.061 -0.026
C 4.576 -0.609 -1.927 -0.009 0.025 -0.031
C 5.641 0.156 -1.460 0.002 0.011 0.010
C 5.394 1.218 -0.603 -0.007 -0.004 -0.046
C 4.098 1.457 -0.203 -0.006 0.009 0.047
N 3.075 0.692 -0.623 0.103 0.085 -0.038
H 0.103 -1.877 3.085 -0.015 0.030 0.001
H -1.040 -3.066 2.492 0.033 -0.015 0.009
H -1.360 -1.356 2.213 -0.021 -0.002 -0.015
H -0.811 -4.383 -0.154 0.023 -0.018 -0.004
H -0.684 -3.272 -1.510 -0.012 0.018 -0.025
H -1.893 -3.018 -0.224 0.102 0.054 -0.037
H 1.880 -3.923 1.649 0.000 -0.001 0.002
H 2.640 -2.345 1.450 0.000 -0.006 0.013
H 2.520 -3.455 0.082 0.002 0.018 0.015
H -3.825 -1.058 1.664 -0.018 -0.015 0.003
H -4.328 -2.776 1.486 0.010 0.003 0.003
H -5.512 -1.477 1.385 -0.001 -0.002 -0.005
H -2.947 0.435 -0.910 0.027 -0.042 0.061
H -4.662 0.768 -0.945 0.000 0.001 -0.006
H -3.881 0.113 -2.401 0.002 -0.001 0.015
H -4.556 -3.937 -1.314 0.002 -0.003 -0.005
H -4.107 -2.918 -2.720 0.001 0.001 0.002
H -5.740 -2.875 -2.072 0.001 0.007 0.002
H 0.884 -3.170 -3.114 -0.018 0.017 -0.003
H 2.161 -3.499 -1.930 -0.023 -0.006 -0.017
H 2.539 -2.750 -3.479 0.007 -0.006 0.008
H 0.042 -0.194 -3.810 -0.005 0.015 0.023
H 1.719 -0.137 -4.328 -0.020 -0.021 -0.012
H 1.121 1.106 -3.245 0.017 0.011 0.000
H 4.749 -1.423 -2.620 0.001 -0.008 0.010
H 6.653 -0.070 -1.770 -0.002 0.004 -0.008
H 6.193 1.846 -0.237 -0.001 0.003 0.000
H 3.870 2.260 0.487 0.006 -0.032 0.030
C -1.622 1.329 4.648 0.025 -0.002 -0.020
N -0.329 0.999 4.030 0.026 -0.093 0.089
C 0.785 0.743 4.800 -0.038 0.017 0.011
C 2.006 0.434 4.309 0.078 -0.019 -0.022
C 2.149 0.383 2.884 -0.180 0.000 -0.035
O 3.136 0.198 2.164 -0.050 -0.048 -0.085
N 0.986 0.589 2.173 -0.310 0.352 0.092
C -0.254 0.902 2.669 0.001 0.133 -0.166
O -1.172 1.100 1.878 -0.056 -0.012 0.179
H -1.441 1.716 5.646 -0.006 -0.001 0.003
H -2.251 0.442 4.707 -0.003 0.000 0.000
H -2.118 2.087 4.048 -0.001 0.000 0.002
H 0.616 0.818 5.866 0.004 -0.001 0.001
H 2.848 0.260 4.961 0.003 0.002 -0.004
Se 1.146 3.722 1.080 0.098 0.152 -0.005
N 0.648 2.565 -0.261 -0.353 -0.235 0.135
C -0.209 3.228 -1.054 0.116 -0.102 -0.075
C -0.883 2.716 -2.187 -0.036 0.005 0.013
C -1.679 3.562 -2.900 0.007 -0.023 0.001
C -1.876 4.933 -2.541 0.002 0.030 0.017
C -1.274 5.456 -1.448 -0.017 -0.002 -0.022
C -0.423 4.607 -0.674 0.010 0.072 0.034
N 0.205 5.019 0.411 -0.039 -0.018 -0.075
H -0.756 1.684 -2.477 -0.011 -0.023 0.014
H -2.185 3.190 -3.782 0.000 -0.001 0.008
H -2.517 5.548 -3.157 0.001 -0.005 -0.004
H -1.406 6.485 -1.143 0.010 -0.003 0.011
```
Positions in Å, forces in eV/Å.

Computed properties:
* molecular weight: 653.8 g mol⁻¹
* HOMO: -16.84 eV
* net charge: +3
* electronic energy: -152713.8262 eV
* energy above the lowest of the compared OMol25 structures with the same formula, charge and spin: 9.2 kcal per mole
* LUMO energy: -0.3613 Ha